The following is a quantum chemistry calculation of a structure of composition C30H26ClGaNO4P2 at a distorted geometry, from the Open Molecules 2025 dataset.

**Lowest unoccupied orbital energy**: -2.830 eV
**Energy above the lowest of the compared OMol25 structures with the same formula, charge and spin**: 0.087 eV
**E_HOMO**: -10.7 eV
**Net charge**: +1
**Gap between HOMO and LUMO**: 0.29072 Eh
**2S+1**: 1

Geometry as XYZ:
```
65
C30H26ClGaNO4P2 | the Open Molecules 2025 dataset | wB97M-V/def2-TZVPD
Ga -1.554 -0.336 0.215
C -1.246 1.538 -2.291
P -0.672 1.806 -0.496
C -1.337 3.408 -0.050
C -1.535 4.350 -1.066
C -2.069 5.582 -0.696
C -2.350 5.846 0.680
C -2.130 4.856 1.624
C -1.661 3.610 1.257
C 1.077 2.070 -0.778
C 1.740 1.389 -1.788
C 3.082 1.538 -2.046
C 3.790 2.532 -1.369
C 3.156 3.287 -0.376
C 1.847 2.972 -0.041
C -1.093 0.025 -2.585
C -0.542 -0.660 -3.643
C -0.474 -2.029 -3.267
C -1.023 -2.083 -2.018
C -0.913 -3.109 -0.896
P -0.213 -2.220 0.577
C -0.389 -3.341 1.971
C 0.626 -4.287 2.154
C 0.505 -5.276 3.130
C -0.588 -5.235 4.005
C -1.573 -4.206 3.867
C -1.441 -3.235 2.876
C 1.451 -1.708 0.341
C 1.971 -0.714 1.169
C 3.276 -0.237 0.919
C 3.990 -0.752 -0.146
C 3.527 -1.832 -0.834
C 2.264 -2.337 -0.625
N -1.419 -0.835 -1.598
H -0.602 2.098 -2.982
H -2.343 1.832 -2.349
H -1.466 4.160 -2.142
H -2.249 6.387 -1.387
H -2.640 6.845 1.042
H -2.337 5.068 2.666
H -1.496 2.860 1.999
H 1.229 0.723 -2.491
H 3.604 1.009 -2.966
H 4.846 2.725 -1.588
H 3.605 4.149 0.162
H 1.473 3.492 0.800
H -0.275 -0.253 -4.606
H 0.042 -2.888 -3.760
H -0.177 -3.839 -1.188
H -1.856 -3.537 -0.568
H 1.409 -4.268 1.439
H 1.313 -6.002 3.240
H -0.663 -5.973 4.792
H -2.418 -4.228 4.556
H -2.062 -2.333 2.952
H 1.420 -0.260 2.058
H 3.588 0.664 1.445
H 4.981 -0.316 -0.306
H 4.142 -2.271 -1.654
H 1.745 -3.016 -1.330
O -5.214 -0.530 1.796
Cl -4.255 -0.699 0.813
O -3.501 -1.858 0.912
O -4.783 -0.531 -0.508
O -3.140 0.414 0.979
```

***

The following is a quantum chemistry calculation of a structure of composition C30H26CuN7O4S3, from the Open Molecules 2025 dataset.

**Lowest unoccupied orbital energy (spin up / spin down)**: -3.238 / -3.222 eV
**Energy above the lowest of the compared OMol25 structures with the same formula, charge and spin**: 0.008 eV
**E_HOMO (spin up / spin down)**: -11.2 / -11.2 eV
**Net charge**: +1
**Gap between HOMO and LUMO (spin up / spin down)**: 0.29272 / 0.29319 Eh
**2S+1**: 2
**Expectation value of S²**: 0.752

Geometry as XYZ:
```
71
C30H26CuN7O4S3 | the Open Molecules 2025 dataset | wB97M-V/def2-TZVPD
Cu -0.285 0.124 -0.003
S 2.028 5.448 4.653
N 2.776 4.110 4.155
C 1.941 3.488 3.340
C 2.200 2.227 2.667
C 3.375 1.484 2.804
C 3.494 0.292 2.123
C 2.444 -0.136 1.313
N 1.330 0.566 1.177
C 1.199 1.728 1.840
C -0.075 2.429 1.669
N -0.978 1.829 0.876
C -2.172 2.377 0.722
C -2.522 3.573 1.349
C -1.602 4.206 2.154
C -0.344 3.623 2.330
C 0.705 4.167 3.175
N 0.630 5.291 3.868
H 4.166 1.853 3.443
H 4.386 -0.312 2.207
H 2.489 -1.060 0.751
H -2.865 1.842 0.084
H -3.509 3.985 1.196
H -1.834 5.135 2.657
C 2.900 0.572 -2.486
C 2.563 -0.836 -2.955
S 0.854 -1.220 -2.564
O 0.823 -1.223 -1.028
C 0.808 -2.958 -2.995
C 0.791 -3.157 -4.505
H 3.913 0.827 -2.792
H 2.839 0.642 -1.400
H 2.210 1.306 -2.903
H 3.184 -1.598 -2.479
H 2.653 -0.929 -4.038
H -0.125 -3.300 -2.548
H 1.650 -3.442 -2.500
H -0.031 -2.602 -4.958
H 0.642 -4.212 -4.728
H 1.726 -2.850 -4.973
O -0.220 2.068 -2.288
C -1.163 1.309 -2.445
N -1.520 0.361 -1.527
S -2.726 -0.612 -2.035
O -2.207 -1.940 -2.283
O -3.871 -0.514 -1.175
C -2.984 0.248 -3.553
C -3.924 0.010 -4.536
C -3.902 0.850 -5.643
C -2.971 1.881 -5.746
C -2.036 2.104 -4.744
C -2.058 1.270 -3.641
H -4.645 -0.791 -4.449
H -4.621 0.700 -6.437
H -2.982 2.519 -6.620
H -1.309 2.903 -4.807
N -2.295 -3.241 1.796
C -1.728 -2.489 0.827
N -1.263 -1.352 1.276
C -1.542 -1.349 2.641
C -1.274 -0.393 3.621
C -1.679 -0.665 4.912
C -2.338 -1.861 5.236
C -2.609 -2.817 4.280
C -2.197 -2.535 2.982
H -2.749 -4.127 1.655
H -1.706 -2.800 -0.205
H -0.771 0.532 3.377
H -1.489 0.057 5.695
H -2.641 -2.034 6.259
H -3.117 -3.738 4.532
```

***

The following is a quantum chemistry calculation of the molecule C30H26F3NO2S at a distorted geometry, from the Open Molecules 2025 dataset.

**Lowest unoccupied orbital energy**: 0.566 eV
**E_HOMO**: -7.6 eV
**SMILES string**: Cc1ccc([C@H](C2(c3ccc(N(C)C)cc3)c3ccccc3-c3ccccc32)S(=O)(=O)C(F)(F)F)cc1
**Gap between HOMO and LUMO**: 0.29885 Eh
**2S+1**: 1

Geometry as XYZ:
```
63
C30H26F3NO2S | the Open Molecules 2025 dataset | wB97M-V/def2-TZVPD
C -4.905 0.247 1.794
C -3.513 -0.036 2.278
C -3.062 -1.357 2.336
C -1.777 -1.633 2.789
C -0.972 -0.615 3.325
C 0.382 -0.985 3.880
S 1.592 0.453 3.164
C 2.774 -0.555 2.065
F 3.850 0.198 1.785
F 3.190 -1.673 2.714
F 2.166 -0.932 0.926
O 0.899 1.304 2.219
O 2.399 1.038 4.207
C -1.484 0.688 3.378
C -2.683 0.989 2.739
H -5.064 1.325 1.687
H -5.067 -0.248 0.829
H -5.676 -0.142 2.478
H -3.739 -2.167 2.058
H -1.403 -2.660 2.781
H 0.861 -1.793 3.297
H -0.957 1.480 3.927
H -3.004 2.029 2.634
C -3.857 -6.220 5.490
N -2.904 -5.764 6.481
C -2.816 -6.540 7.699
C -2.095 -4.677 6.260
C -2.611 -3.536 5.600
C -1.819 -2.405 5.527
C -0.437 -2.472 5.740
C 0.482 -1.316 5.335
C 1.986 -1.572 5.606
C 2.520 -0.503 6.332
C 3.858 -0.480 6.705
C 4.666 -1.555 6.341
C 4.137 -2.634 5.621
C 2.791 -2.632 5.220
C 1.425 0.388 6.734
C 0.206 -0.109 6.257
C -0.985 0.371 6.783
C -0.935 1.388 7.756
C 0.286 1.938 8.160
C 1.485 1.429 7.652
C 0.068 -3.588 6.415
C -0.762 -4.654 6.733
H -3.988 -5.452 4.719
H -3.507 -7.146 4.993
H -4.821 -6.436 5.975
H -2.546 -5.890 8.544
H -3.795 -6.996 7.901
H -2.065 -7.345 7.640
H -3.638 -3.519 5.235
H -2.292 -1.460 5.266
H 4.219 0.400 7.233
H 5.727 -1.534 6.583
H 4.772 -3.477 5.347
H 2.371 -3.466 4.645
H -1.945 -0.052 6.500
H -1.870 1.730 8.196
H 0.309 2.751 8.886
H 2.467 1.798 7.939
H 1.113 -3.611 6.720
H -0.359 -5.498 7.294
```

***

The following is a quantum chemistry calculation of a structure of composition C30H26N5O7S4Sc, from the Open Molecules 2025 dataset.

**Lowest unoccupied orbital energy (spin up / spin down)**: 2.487 / 2.163 eV
**Energy above the lowest of the compared OMol25 structures with the same formula, charge and spin**: 0.819 eV
**E_HOMO (spin up / spin down)**: -3.6 / -4.7 eV
**Net charge**: -1
**Gap between HOMO and LUMO (spin up / spin down)**: 0.22187 / 0.25303 Eh
**2S+1**: 2
**Expectation value of S²**: 0.786

Geometry as XYZ:
```
73
C30H26N5O7S4Sc | the Open Molecules 2025 dataset | wB97M-V/def2-TZVPD
Sc -0.302 -0.156 -0.223
O -2.921 -2.617 -2.626
C -2.361 -1.754 -1.939
N -1.066 -1.577 -1.710
C -0.207 -2.644 -2.183
C 0.036 -3.744 -1.168
C 0.176 -5.042 -1.564
C 0.386 -6.093 -0.659
C 0.391 -5.778 0.704
C 0.232 -4.491 1.116
N 0.106 -3.440 0.206
C -3.223 -0.777 -1.171
C -4.586 -0.715 -1.411
C -5.357 0.145 -0.652
C -4.742 0.903 0.333
C -3.376 0.780 0.513
N -2.626 -0.043 -0.224
H 0.753 -2.223 -2.483
H -0.654 -3.129 -3.052
H 0.096 -5.242 -2.625
H 0.505 -7.110 -1.002
H 0.515 -6.545 1.457
H 0.229 -4.185 2.149
H -4.991 -1.351 -2.184
H -6.425 0.220 -0.819
H -5.304 1.583 0.957
H -2.852 1.353 1.263
O 1.263 2.543 2.352
S 0.625 2.219 1.112
O 1.400 1.319 0.232
O -0.711 1.614 1.221
C 0.391 3.764 0.243
C 0.501 4.898 1.037
C 0.260 6.158 0.511
C -0.098 6.287 -0.818
C -0.200 5.160 -1.620
C 0.047 3.892 -1.111
S -0.009 2.571 -2.344
O 1.388 2.326 -2.675
O -0.804 3.092 -3.422
O -0.644 1.416 -1.684
H 0.779 4.770 2.074
H 0.351 7.032 1.144
H -0.297 7.264 -1.240
H -0.477 5.241 -2.662
S 2.544 -1.322 -0.843
C 3.797 -0.297 -1.307
N 3.540 0.952 -1.772
C 4.482 1.850 -2.123
C 5.804 1.542 -2.033
C 6.142 0.252 -1.569
C 5.174 -0.643 -1.225
H 2.563 1.255 -1.871
H 4.096 2.798 -2.472
H 6.557 2.265 -2.310
H 7.184 -0.026 -1.474
H 5.417 -1.625 -0.849
S -0.229 -1.624 2.181
C 0.027 -2.150 0.612
N 3.232 -0.574 2.762
C 4.285 0.316 2.755
C 4.432 1.255 1.729
C 5.529 2.098 1.697
C 6.504 2.044 2.686
C 6.349 1.131 3.722
C 5.260 0.278 3.760
H 2.902 -0.864 3.667
H 2.482 -0.420 2.105
H 3.651 1.332 0.984
H 5.615 2.816 0.889
H 7.358 2.708 2.659
H 7.090 1.079 4.512
H 5.158 -0.440 4.567
```

***

> Which value of 2S+1 does entry 4 give?

2